{
  "formula": "C8H10O",
  "method": "the ωB97M-V functional and the def2-TZVPD basis",
  "total_energy_ev": -10501.56049,
  "fmax_ev_per_a": 6.44,
  "homo_lumo_gap_ha": 0.3002,
  "e_above_lowest_kcal_mol": 93.23,
  "smiles": "C=C(C)/C=C\\C(C)=C=O",
  "homo_energy_ha": -0.280,
  "species": ["C", "C", "C", "C", "C", "C", "C", "C", "O", "H", "H", "H", "H", "H", "H", "H", "H", "H", "H"],
  "coordinates": [[1.626, 0.410, 1.138], [1.534, 0.764, -0.126], [2.156, 1.932, -0.784], [0.598, -0.025, -1.040], [-0.501, -0.788, -0.713], [-1.443, -0.717, 0.343], [-2.557, -1.814, 0.138], [-1.695, 0.404, 1.038], [-1.851, 1.165, 1.890], [0.998, -0.502, 1.261], [2.402, 0.649, 1.918], [3.232, 1.934, -0.896], [1.874, 2.624, -0.092], [1.554, 2.185, -1.645], [1.212, -0.385, -1.864], [-0.716, -1.757, -1.109], [-2.310, -2.691, 0.804], [-2.690, -2.054, -0.823], [-3.424, -1.334, 0.561]],
  "atomic_forces_ev_per_a": [[0.28, -2.18, 1.22], [-1.76, -0.23, -1.59], [0.04, -0.94, -0.78], [0.22, -1.94, 1.28], [2.85, 1.16, -0.25], [-1.81, 0.44, -0.27], [1.26, 1.73, 6.08], [0.30, -1.91, 0.60], [-0.14, 0.80, -0.20], [0.69, 0.75, 0.99], [-1.10, 0.23, -1.07], [0.08, -0.10, -0.32], [-0.09, 2.83, 1.77], [0.56, -0.02, -0.70], [-0.41, 0.02, -0.37], [0.58, -0.07, -1.79], [-0.28, 0.70, -0.96], [-0.40, -0.84, -3.55], [-0.87, -0.44, -0.06]],
  "lowdin_charge": [0.036, -0.386, -0.062, -0.051, -0.114, -0.264, -0.024, -0.119, 0.206, 0.075, 0.090, 0.089, 0.045, 0.080, 0.101, 0.096, 0.106, 0.026, 0.072]
}